(1)
Computed, not measured: one molecule with the formula C5H8INO5S in a non-equilibrium geometry, with ωB97M-V/def2-TZVPD.

```
! wB97M-V def2-TZVPD RIJCOSX def2/J DEFGRID3
* xyz 0 1
O -2.1986 -1.0515 -3.0626
N -1.5689 -0.0763 -3.3077
O -0.4534 -0.0291 -2.4489
C -0.8815 0.4957 -1.1683
C -0.6477 -0.4924 0.0338
C -0.7334 0.1856 1.4620
C 0.4665 1.1363 1.8432
O 1.7680 0.5032 1.7656
S 2.2343 0.7166 0.1514
O 3.7154 0.8570 0.1667
O 1.7972 -0.6882 -0.6710
C 0.6869 -1.3519 -0.0615
I 0.2689 -3.1484 -1.2608
H -1.9436 0.8575 -1.2352
H -0.2576 1.4134 -0.9788
H -1.4906 -1.2380 -0.0072
H -1.6653 0.8149 1.4744
H -0.7744 -0.6414 2.2101
H 0.4493 2.0583 1.1969
H 0.3256 1.4048 2.9250
H 0.9029 -1.7262 0.9728
*
```

Properties
* maximum force: 3.34 eV Å⁻¹
* E: -1321.97460 hartree
* LUMO energy: -0.6 eV
* orbital gap: 9.0 eV

Here are the natural (NBO) charges for atoms 1 to 4, given in e:
1. O -0.239
2. N 0.402
3. O -0.434
4. C -0.113

=====

(2)
Computed, not measured: C5H8LiO3Tm as an isolated structure in a non-equilibrium geometry, with ωB97M-V/def2-TZVPD.

```
! wB97M-V def2-TZVPD RIJCOSX def2/J DEFGRID3
* xyz 3 4
C -0.1732 1.9012 -1.6404
C -1.5578 2.0191 -2.0913
H 0.2162 2.8140 -1.1596
H 0.5266 1.5808 -2.4317
H -1.7719 2.8571 -2.7648
Tm -3.3745 0.9766 -1.2063
O 0.9929 -0.6322 0.7013
Li 3.6519 0.6410 0.6436
O 2.0174 1.1451 -0.0524
C 0.9738 0.5030 0.0430
O -0.1441 0.7880 -0.5500
C -0.2448 -1.3347 0.9686
C 0.0693 -2.5179 1.8484
H -0.9264 -0.6389 1.4741
H -0.6571 -1.6497 0.0016
H 0.4711 -2.1924 2.8164
H -0.8625 -3.0705 2.0306
H 0.7930 -3.1895 1.3687
*
```

Properties
* maximum force: 3.21 eV Å⁻¹
* E: -1512.54922 hartree
* LUMO energy (spin up / spin down): -14.4 / -15.2 eV
* orbital gap (spin up / spin down): 6.5 / 5.8 eV
* relative energy (zero: lowest compared OMol25 entry of this formula, charge and spin): 0.0 kcal per mole

Here are the natural (NBO) charges for atoms 1 to 4, given in e:
1. C -0.194
2. C -0.705
3. H 0.298
4. H 0.298

=====

(3)
Computed, not measured: C5H8N as an isolated structure in a non-equilibrium geometry, with ωB97M-V/def2-TZVPD.

```
! wB97M-V def2-TZVPD RIJCOSX def2/J DEFGRID3
* xyz 1 1
C 0.5752 0.5932 1.7281
C -0.0677 1.6583 0.9966
C 0.2633 1.0051 -0.3754
C 0.9196 -0.3426 0.0317
C -0.9391 -2.0723 -0.9068
N 0.8565 -0.5576 1.3872
H -1.1345 1.7449 1.2135
H 0.3907 2.6338 1.1580
H -0.6135 0.8692 -1.0109
H 0.9724 1.6275 -0.9207
H 1.7420 -0.7712 -0.5260
H -0.2565 -2.8959 -0.8372
H -1.0771 -1.5732 -1.8415
H -1.6313 -1.9192 -0.0966
*
```

Properties
* maximum force: 2.58 eV Å⁻¹
* E: -249.57128 hartree
* LUMO energy (spin up / spin down): -6.7 / -6.2 eV
* orbital gap (spin up / spin down): 7.4 / 7.5 eV
* relative energy (zero: lowest compared OMol25 entry of this formula, charge and spin): 159.3 kcal per mole

Here are the natural (NBO) charges for atoms 1 to 4, given in e:
1. C 0.614
2. C -0.555
3. C -0.481
4. C 0.232

=====

(4)
Computed, not measured: an isolated ion of composition C5H8N and charge +1 in a non-equilibrium geometry, with ωB97M-V/def2-TZVPD.

```
! wB97M-V def2-TZVPD RIJCOSX def2/J DEFGRID3
* xyz 1 1
C -0.3678 -0.5784 1.9340
C 0.1972 -0.4759 0.5096
C 1.2703 -1.3786 0.0826
C -0.2715 0.4647 -0.4746
C -0.6053 1.3425 -1.3674
N -0.9660 2.2113 -2.2509
H -0.8229 0.3249 2.2447
H 0.5432 -0.7417 2.3752
H -0.9348 -1.4164 2.2769
H 0.8074 -2.0761 -0.5885
H 1.6928 -1.8762 0.9204
H 2.0044 -0.7993 -0.4312
H -1.8054 2.6983 -1.9991
H -0.7416 2.3011 -3.2317
*
```

Properties
* maximum force: 4.34 eV Å⁻¹
* E: -249.71400 hartree
* LUMO energy: -5.6 eV
* orbital gap: 9.1 eV
* relative energy (zero: lowest compared OMol25 entry of this formula, charge and spin): 69.7 kcal per mole
* SMILES: CC(C)=C=C=[NH2+]

Here are the natural (NBO) charges for atoms 1 to 4, given in e:
1. C -0.664
2. C 0.337
3. C -0.686
4. C -0.144

=====

(5)
Computed, not measured: an isolated ion of composition C5H8N and charge +1 in a non-equilibrium geometry, with ωB97M-V/def2-TZVPD.

```
! wB97M-V def2-TZVPD RIJCOSX def2/J DEFGRID3
* xyz 1 1
C -0.6276 -0.3507 -2.1790
C -0.9030 -1.1888 -1.2700
C -0.7113 0.1420 -0.7051
N 0.5427 0.3670 0.0434
C 0.4551 1.0483 1.3476
C 0.6137 -0.4270 1.3037
H -0.1426 -0.0315 -3.1510
H -1.2586 -2.2740 -1.0938
H -1.5399 0.6968 -0.2096
H 1.3268 0.6901 -0.4600
H -0.5143 1.3652 1.7359
H 1.3640 1.6765 1.6939
H 1.6077 -0.7826 1.4012
H -0.2127 -0.9311 1.5429
*
```

Properties
* maximum force: 5.34 eV Å⁻¹
* E: -249.66173 hartree
* LUMO energy: -3.0 eV
* orbital gap: 11.9 eV
* relative energy (zero: lowest compared OMol25 entry of this formula, charge and spin): 102.5 kcal per mole
* SMILES: C1=CC1[NH+]1CC1

Here are the natural (NBO) charges for atoms 1 to 4, given in e:
1. C -0.119
2. C -0.179
3. C -0.145
4. N -0.363

=====

(6)
Computed, not measured: a 2-piece molecular cluster, C5H8N overall in a non-equilibrium geometry, with ωB97M-V/def2-TZVPD.

```
! wB97M-V def2-TZVPD RIJCOSX def2/J DEFGRID3
* xyz 1 1
C 3.0540 -2.1008 0.3001
C 2.4300 -1.1021 0.2007
C -1.5804 0.8355 0.0270
C -1.1225 -0.2873 -0.7643
C 0.8968 0.7396 0.3731
N -0.3962 0.1098 0.3633
H 3.6676 -3.0098 0.3916
H -1.4490 1.7959 -0.3211
H -2.5500 0.7421 0.5210
H -1.6197 -1.2301 -0.6716
H -0.7012 0.0442 -1.7484
H 1.4792 1.3520 -0.3292
H 0.9820 1.2699 1.2997
H -0.5027 -0.3123 1.2897
*
```

Properties
* maximum force: 6.31 eV Å⁻¹
* E: -249.51705 hartree
* LUMO energy (spin up / spin down): -5.7 / -5.7 eV
* orbital gap (spin up / spin down): 8.4 / 8.4 eV
* relative energy (zero: lowest compared OMol25 entry of this formula, charge and spin): 193.3 kcal per mole

Here are the natural (NBO) charges for atoms 1 to 4, given in e:
1. C -0.297
2. C -0.102
3. C -0.225
4. C -0.206

=====

(7)
Computed, not measured: C5H8N as an isolated structure in a non-equilibrium geometry, with ωB97M-V/def2-TZVPD.

```
! wB97M-V def2-TZVPD RIJCOSX def2/J DEFGRID3
* xyz 1 1
C -0.6595 -2.7472 -0.8314
C -0.1094 -2.4792 0.2968
C -0.1613 -0.5768 0.8880
C 0.8755 2.4570 -0.3792
C -0.3117 1.7574 0.0986
N -0.2217 0.6190 0.6782
H -0.7975 -3.8135 -1.2074
H 0.5814 -2.8102 1.0345
H -0.1036 -0.6761 1.9838
H 0.4871 3.2801 -0.9888
H 1.3773 2.9930 0.5146
H 1.5897 1.7495 -0.8257
H -1.1104 -1.8646 -1.3473
H -1.4360 2.1116 0.0855
*
```

Properties
* maximum force: 5.03 eV Å⁻¹
* E: -249.64940 hartree
* LUMO energy: -4.9 eV
* orbital gap: 9.9 eV
* relative energy (zero: lowest compared OMol25 entry of this formula, charge and spin): 110.3 kcal per mole

Here are the natural (NBO) charges for atoms 1 to 4, given in e:
1. C -0.391
2. C -0.049
3. C 0.163
4. C -0.701

=====

(8)
Computed, not measured: an isolated ion of composition C5H8N and charge +1 in a non-equilibrium geometry, with ωB97M-V/def2-TZVPD.

```
! wB97M-V def2-TZVPD RIJCOSX def2/J DEFGRID3
* xyz 1 1
C 1.8450 -0.6146 0.2811
C 0.5408 1.1836 -0.2934
C 0.5399 -1.1946 0.0126
C -0.3776 -0.0766 -0.3872
C -1.7125 0.0297 0.3178
N 1.7575 0.6765 0.0848
H 2.7907 -1.0622 0.5249
H 0.7186 1.8634 -1.1842
H 0.0599 1.9585 0.3303
H 0.0945 -2.1568 0.1092
H -0.4909 -0.4295 -1.4001
H -2.4861 0.1639 -0.3884
H -1.5953 0.7131 1.1571
H -1.6845 -1.0544 0.8355
*
```

Properties
* maximum force: 4.76 eV Å⁻¹
* E: -249.68555 hartree
* LUMO energy: -7.4 eV
* orbital gap: 8.2 eV
* relative energy (zero: lowest compared OMol25 entry of this formula, charge and spin): 87.6 kcal per mole

Here are the natural (NBO) charges for atoms 1 to 4, given in e:
1. C -0.050
2. C -0.320
3. C 0.236
4. C -0.339